This record from the OMol25 dataset describes a single C22H33NO4 molecule at a distorted geometry. The level of theory is wB97M-V/def2-TZVPD.

Properties
- DFT total energy: -1213.74057 hartree
- Kohn-Sham gap: 8.530 eV
- SMILES: CCOC(=O)C(C(=O)OCC)(C1CCCCC1)[C@@H](c1ccccc1)N(C)C
- LUMO: 0.021 hartree
- ΔE to the lowest compared entry with this formula, charge and spin: 78.4 kcal per mole
- Spin multiplicity: 1
- HOMO level: -0.29247 Ha

Positions of all 60 atoms, in Å:
C1 -1.163 3.378 3.532
C2 -0.595 1.977 3.475
O1 -0.692 1.572 2.071
C3 -0.168 0.360 1.834
O2 0.143 -0.333 2.822
C4 -0.063 -0.159 0.391
C5 -1.221 0.236 -0.513
O3 -1.461 -0.379 -1.550
O4 -2.006 1.257 -0.093
C6 -3.053 1.625 -1.052
C7 -3.647 2.928 -0.615
C8 -0.094 -1.710 0.482
C9 1.241 -2.187 1.072
C10 1.448 -3.687 0.969
C11 0.384 -4.449 1.773
C12 -1.016 -4.006 1.371
C13 -1.201 -2.473 1.308
C14 1.234 0.605 -0.725
C15 1.644 -0.060 -2.000
C16 1.545 0.468 -3.320
C17 1.722 -0.347 -4.464
C18 2.234 -1.651 -4.337
C19 2.590 -2.085 -3.056
C20 2.369 -1.268 -1.944
N1 0.962 1.965 -0.746
C21 1.532 2.865 0.253
C22 0.194 2.616 -1.783
H1 -1.093 3.789 4.550
H2 -0.611 4.040 2.849
H3 -2.224 3.379 3.243
H4 0.459 1.958 3.780
H5 -1.160 1.285 4.114
H6 -2.615 1.709 -2.053
H7 -3.806 0.822 -1.071
H8 -4.421 3.224 -1.324
H9 -4.110 2.861 0.369
H10 -2.893 3.718 -0.601
H11 -0.198 -2.045 -0.562
H12 2.029 -1.636 0.563
H13 1.225 -1.860 2.121
H14 1.386 -3.985 -0.087
H15 2.460 -3.923 1.322
H16 0.529 -5.528 1.629
H17 0.544 -4.257 2.843
H18 -1.255 -4.458 0.401
H19 -1.722 -4.462 2.073
H20 -1.154 -2.103 2.340
H21 -2.214 -2.254 0.940
H22 1.854 0.340 0.152
H23 1.366 1.524 -3.527
H24 1.501 0.034 -5.468
H25 2.330 -2.305 -5.207
H26 3.066 -3.074 -2.933
H27 2.833 -1.583 -1.004
H28 1.051 3.847 0.136
H29 1.340 2.495 1.276
H30 2.624 2.996 0.128
H31 -0.508 3.327 -1.316
H32 0.867 3.205 -2.447
H33 -0.339 1.861 -2.385